Record 1
{"formula": "C24H48AsF6O12S6", "method": "wB97M-V/def2-TZVPD", "charge": -1, "e_above_lowest_ev": 0.000, "lumo_energy_ev": 1.87, "spin_multiplicity": 1, "e_homo_ev": -7.9860, "symbols": ["As", "F", "F", "F", "F", "F", "F", "C", "C", "C", "S", "O", "O", "C", "H", "H", "H", "H", "H", "H", "H", "H", "C", "C", "C", "S", "O", "O", "C", "H", "H", "H", "H", "H", "H", "H", "H", "C", "C", "C", "S", "O", "O", "C", "H", "H", "H", "H", "H", "H", "H", "H", "C", "C", "C", "S", "O", "O", "C", "H", "H", "H", "H", "H", "H", "H", "H", "C", "C", "C", "S", "O", "O", "C", "H", "H", "H", "H", "H", "H", "H", "H", "C", "C", "C", "S", "O", "O", "C", "H", "H", "H", "H", "H", "H", "H", "H"], "positions_angstrom": [[0.64679, 0.56624, -0.68976], [0.61758, 2.16764, -0.04588], [0.45140, -0.06758, 0.90807], [0.51369, -1.01390, -1.36981], [0.76714, 1.33091, -2.24355], [2.35350, 0.43912, -0.62896], [-1.11488, 0.61920, -0.81953], [3.86483, 1.95154, -3.21863], [4.22279, 0.45981, -3.21057], [3.29394, -0.21332, -4.19804], [3.07227, 0.96066, -5.54251], [1.67235, 1.04921, -5.86421], [4.02774, 0.68012, -6.59536], [3.67302, 2.42359, -4.64788], [4.69189, 2.46931, -2.72797], [2.96052, 2.14216, -2.64424], [4.10330, 0.03681, -2.21270], [5.28648, 0.30284, -3.41101], [2.29922, -0.29360, -3.75399], [3.59217, -1.16451, -4.63002], [2.88655, 3.16751, -4.74597], [4.58941, 2.68827, -5.16759], [3.70212, 0.91272, 2.31902], [4.32740, 0.11042, 3.46735], [5.47045, -0.69466, 2.87827], [6.28486, 0.45003, 1.76170], [6.85857, -0.27757, 0.66345], [7.10980, 1.35200, 2.52829], [4.78845, 1.38584, 1.35141], [3.19881, 1.82709, 2.62841], [2.97722, 0.25746, 1.83908], [3.59747, -0.55409, 3.94183], [4.61428, 0.71444, 4.33360], [5.07285, -1.45422, 2.20199], [6.21362, -1.08417, 3.56705], [4.52188, 1.25637, 0.30439], [5.12485, 2.40888, 1.50377], [1.62779, -2.74570, 2.26874], [1.17216, -3.08089, 3.68855], [-0.03769, -4.00111, 3.55538], [0.52362, -5.19105, 2.34049], [-0.57895, -5.75060, 1.60818], [1.51873, -6.01792, 2.98575], [1.39514, -3.96178, 1.36716], [2.70177, -2.52677, 2.30925], [1.19832, -1.81329, 1.91753], [0.87500, -2.17115, 4.22316], [1.88600, -3.53868, 4.37421], [-0.87842, -3.51410, 3.05538], [-0.34560, -4.42207, 4.50822], [0.75525, -3.64285, 0.53864], [2.25630, -4.40055, 0.86950], [-3.80807, -2.14065, 3.62070], [-3.61296, -1.84640, 2.11548], [-2.39493, -0.97065, 2.01067], [-2.50974, 0.19919, 3.34168], [-3.36893, 1.30588, 3.00111], [-1.21872, 0.46819, 3.90480], [-3.47021, -0.86814, 4.40099], [-3.04071, -2.89246, 3.82561], [-4.81036, -2.47020, 3.86959], [-4.52488, -1.37076, 1.74222], [-3.46967, -2.75848, 1.53815], [-2.09373, -0.54799, 1.05791], [-1.56922, -1.58035, 2.40155], [-4.35745, -0.32221, 4.72284], [-2.93211, -0.99524, 5.34220], [-4.90661, -0.21372, -3.12828], [-3.43507, 0.20355, -3.29559], [-2.67748, -1.09503, -3.11147], [-3.67101, -2.42885, -3.80206], [-3.96378, -3.36444, -2.74204], [-3.17144, -2.88803, -5.07275], [-5.09118, -1.37360, -4.09587], [-5.65111, 0.54098, -3.38367], [-5.03631, -0.53466, -2.09260], [-3.18344, 0.88366, -2.48507], [-3.24460, 0.64407, -4.27291], [-2.48269, -1.33206, -2.06480], [-1.67883, -1.17837, -3.54561], [-6.04391, -1.89507, -4.05460], [-4.93352, -1.01649, -5.11681], [-3.15190, 2.93772, 0.17894], [-2.86679, 3.42166, -1.23232], [-2.88986, 4.93368, -1.19848], [-2.28002, 5.37117, 0.44980], [-3.38265, 6.05193, 1.09710], [-0.96862, 5.95811, 0.39255], [-2.15969, 3.67292, 1.06723], [-2.98770, 1.85972, 0.22608], [-4.15289, 3.08654, 0.58825], [-3.61400, 3.05645, -1.94312], [-1.91820, 2.99569, -1.56179], [-3.89435, 5.35305, -1.22962], [-2.30377, 5.46333, -1.94809], [-2.36376, 3.74284, 2.13256], [-1.11692, 3.39949, 0.90993]], "atomic_forces_ev_per_a": [[-1.7, 0.7, -0.7], [0.3, 0.1, 0.5], [0.3, -0.2, 0.3], [0.4, -0.3, -0.1], [0.0, -0.4, -0.4], [0.5, -0.1, 0.3], [0.0, 0.1, 0.1], [0.6, 0.1, 0.6], [0.3, -0.3, 0.3], [-0.5, 0.2, 0.0], [0.5, -0.3, 0.0], [-0.1, 0.2, -0.1], [-0.1, 0.0, 0.0], [-0.5, -0.5, -0.3], [-0.2, 0.3, -0.1], [0.0, -0.2, 0.0], [-0.3, 0.1, 0.0], [-0.1, 0.1, -0.5], [0.0, -0.1, 0.0], [0.1, 0.0, 0.0], [0.2, 0.2, -0.1], [0.0, 0.2, 0.1], [0.0, 0.4, 0.0], [-0.3, 0.0, 1.1], [-0.1, 0.4, -0.4], [-0.5, 0.1, 0.3], [0.1, 0.0, -0.3], [0.2, 0.0, 0.1], [0.5, -0.4, -0.4], [-0.4, -0.3, 0.4], [0.0, 0.2, -0.3], [-0.1, -0.1, -0.4], [0.5, 0.3, -0.4], [0.1, -0.2, 0.2], [0.0, -0.1, 0.0], [0.0, -0.2, 0.0], [-0.3, 0.1, 0.1], [1.9, -0.2, 0.6], [-1.0, 0.7, 0.8], [0.1, 0.3, -0.2], [0.4, 0.4, 0.4], [0.0, -0.3, 0.0], [-0.2, -0.2, -0.2], [-0.8, 0.7, -1.1], [0.0, -0.1, -0.1], [-0.5, -0.3, -0.2], [-0.1, 0.0, -0.2], [0.4, -0.3, -0.6], [0.0, 0.1, 0.2], [-0.1, -0.4, -0.2], [-0.2, -0.3, 0.1], [0.2, -0.1, 0.5], [1.0, 0.1, -0.3], [-1.2, 0.2, -0.1], [0.8, -0.6, 0.6], [-0.7, 0.5, -0.1], [0.0, 0.2, -0.3], [0.4, -0.1, 0.1], [-0.3, 0.0, 0.9], [-0.4, -0.2, 0.5], [0.1, -0.4, -0.1], [0.2, 0.2, -0.2], [0.0, -0.1, 0.1], [-0.2, 0.2, 0.0], [0.2, 0.1, -0.4], [-0.1, 0.2, -0.5], [0.3, -0.4, -0.3], [-0.1, -0.1, -0.5], [-0.5, -0.1, 0.5], [1.3, -0.6, 0.1], [-0.5, 0.4, 0.3], [0.0, -0.2, -0.1], [0.2, -0.1, 0.1], [0.1, 0.1, -0.3], [0.2, 0.3, 0.3], [-0.3, 0.0, 0.0], [0.3, 0.2, -0.3], [0.0, 0.1, 0.0], [-0.5, 0.0, 0.1], [-0.2, 0.3, -0.4], [0.1, -0.2, 0.2], [-0.1, 0.0, 0.0], [0.4, -1.0, 0.8], [-0.7, -0.2, -0.6], [0.3, 0.6, 0.0], [-0.4, -0.6, -0.2], [0.3, 0.1, 0.2], [0.1, 0.4, 0.0], [0.2, 1.0, -0.1], [0.1, 0.1, 0.1], [-0.2, 0.3, -0.5], [0.0, 0.0, 0.1], [0.2, 0.3, 0.1], [-0.1, -0.2, 0.1], [0.2, -0.2, 0.0], [-0.2, -0.3, 0.0], [-0.1, -0.2, -0.1]], "lowdin_charge": [0.71, -0.23, -0.24, -0.24, -0.24, -0.22, -0.27, -0.22, -0.22, -0.22, 0.67, -0.33, -0.35, -0.21, 0.11, 0.09, 0.09, 0.12, 0.09, 0.11, 0.10, 0.10, -0.20, -0.23, -0.23, 0.66, -0.33, -0.33, -0.20, 0.12, 0.09, 0.10, 0.12, 0.10, 0.11, 0.08, 0.10, -0.20, -0.22, -0.23, 0.67, -0.32, -0.32, -0.20, 0.10, 0.08, 0.11, 0.11, 0.08, 0.11, 0.10, 0.11, -0.19, -0.21, -0.23, 0.65, -0.31, -0.31, -0.23, 0.10, 0.11, 0.12, 0.12, 0.09, 0.08, 0.10, 0.10, -0.22, -0.20, -0.23, 0.67, -0.33, -0.33, -0.24, 0.11, 0.12, 0.08, 0.13, 0.09, 0.11, 0.11, 0.10, -0.23, -0.23, -0.22, 0.67, -0.34, -0.33, -0.21, 0.09, 0.12, 0.11, 0.11, 0.10, 0.10, 0.10, 0.09]}

Record 2
{"formula": "C23H14AsFO5SW", "method": "wB97M-V/def2-TZVPD", "e_above_lowest_ev": 0.001, "lumo_energy_ev": [-1.13, -1.13], "spin_multiplicity": 1, "e_homo_ev": [-8.4734, -8.4713], "symbols": ["W", "S", "C", "C", "C", "C", "C", "C", "As", "C", "C", "C", "C", "C", "C", "C", "C", "C", "C", "C", "C", "H", "H", "H", "H", "H", "H", "H", "H", "H", "H", "H", "H", "H", "H", "O", "C", "C", "O", "C", "C", "O", "C", "O", "O", "F"], "positions_angstrom": [[-0.60957, 2.20348, -0.85188], [-2.37434, 1.96543, 0.53234], [-2.25793, 0.49787, 1.56756], [-3.32223, 0.24184, 2.42682], [-3.32103, -0.90406, 3.20638], [-2.26751, -1.80752, 3.13269], [-1.20364, -1.55139, 2.28228], [-1.19846, -0.39663, 1.50944], [0.25871, 0.11291, 0.36247], [0.92025, -1.50435, -0.44331], [1.83662, -2.29673, 0.24233], [2.27518, -3.48515, -0.32221], [1.80281, -3.87824, -1.56700], [0.89219, -3.08507, -2.25016], [0.44576, -1.89581, -1.69219], [1.64375, 0.63748, 1.60255], [1.37242, 0.83616, 2.95001], [2.38498, 1.26566, 3.79841], [3.65837, 1.49669, 3.30233], [3.92663, 1.30458, 1.95296], [2.92001, 0.88092, 1.10096], [-4.15193, 0.93631, 2.47166], [-4.15392, -1.09906, 3.86932], [-2.27770, -2.70724, 3.73316], [-0.37965, -2.25264, 2.21572], [2.21687, -1.98532, 1.20796], [2.98823, -4.10195, 0.20900], [2.14954, -4.80408, -2.00720], [0.52775, -3.38435, -3.22387], [-0.25556, -1.27640, -2.23421], [0.37885, 0.65634, 3.34119], [2.17429, 1.42048, 4.84840], [4.44454, 1.83134, 3.96627], [4.91910, 1.48930, 1.56371], [3.13054, 0.73466, 0.04747], [-2.89725, 1.90093, -6.60909], [-2.47441, 1.96873, -5.49702], [-2.56497, 3.20215, -4.55809], [-3.06905, 4.25862, -4.81475], [-1.89943, 2.74542, -3.32169], [-1.44735, 1.46445, -3.44478], [-0.79924, 0.98147, -2.37585], [-1.72919, 0.84821, -4.72675], [-1.46561, -0.25399, -5.13600], [-1.70659, 3.32989, -2.17255], [0.55921, 3.45864, -0.19477]], "atomic_forces_ev_per_a": [[0.0, -0.1, 0.1], [0.0, 0.0, 0.0], [0.0, 0.0, 0.0], [0.0, 0.0, 0.0], [0.0, 0.0, 0.0], [0.0, 0.0, 0.0], [0.0, 0.0, 0.0], [0.0, 0.0, 0.0], [0.0, 0.1, 0.0], [0.0, 0.0, 0.0], [0.0, 0.0, 0.0], [0.0, 0.0, 0.0], [0.0, 0.0, 0.0], [0.0, 0.0, 0.0], [0.0, 0.0, 0.0], [0.0, 0.0, 0.0], [0.0, 0.0, 0.0], [0.0, 0.0, 0.0], [0.0, 0.0, 0.0], [0.0, 0.0, 0.0], [0.0, 0.0, 0.0], [0.0, 0.0, 0.0], [0.0, 0.0, 0.0], [0.0, 0.0, 0.0], [0.0, 0.0, 0.0], [0.0, 0.0, 0.0], [0.0, 0.0, 0.0], [0.0, 0.0, 0.0], [0.0, 0.0, 0.0], [0.0, 0.0, 0.0], [0.0, 0.0, 0.0], [0.0, 0.0, 0.0], [0.0, 0.0, 0.0], [0.0, 0.0, 0.0], [0.0, 0.0, 0.0], [0.0, 0.0, 0.0], [0.0, 0.0, 0.0], [0.0, 0.0, 0.0], [0.0, 0.0, 0.0], [0.0, 0.0, 0.0], [0.0, 0.0, 0.0], [0.0, 0.0, 0.0], [0.0, 0.0, 0.0], [0.0, 0.0, 0.0], [0.0, -0.1, -0.1], [0.0, 0.0, 0.0]], "lowdin_charge": [1.24, 0.63, -0.62, -0.11, -0.07, -0.08, -0.09, -0.40, 1.25, -0.35, -0.11, -0.08, -0.07, -0.06, -0.09, -0.38, -0.09, -0.07, -0.08, -0.07, -0.11, 0.10, 0.11, 0.11, 0.11, 0.10, 0.11, 0.11, 0.11, 0.09, 0.10, 0.11, 0.11, 0.11, 0.11, 0.18, -0.22, -0.25, 0.16, -0.27, -0.25, -0.27, -0.27, 0.13, -0.17, -0.40]}